Entry from the OMol25 dataset: the molecule C11H20N2O3 (ωB97M-V with the def2-TZVPD basis set).

XYZ file:
```
36
Properties=species:S:1:pos:R:3:forces:R:3
C 3.43727 1.31448 0.15098 1.1 1.6 -3.2
C 3.34086 0.07986 1.01500 0.3 0.2 0.0
C 2.35907 -0.91674 0.29250 -1.9 1.2 1.1
C 2.90317 -1.50079 -1.04807 0.3 1.0 -0.4
C 0.86436 -0.25864 0.29074 -0.4 -1.2 -1.9
N 0.18500 0.26986 1.52664 0.8 -1.3 -3.2
C -0.28734 -1.22447 -0.28554 2.9 -3.8 2.7
O -0.16554 -2.49953 -0.10392 -0.3 3.8 -0.9
N -1.42372 -0.71356 -0.75893 -2.9 2.4 -0.2
C -2.66944 -1.58502 -0.47818 2.6 1.5 0.9
C -3.08804 -0.99864 0.90165 0.2 -1.7 2.8
C -2.84510 0.60525 0.73573 1.1 0.2 2.2
C -1.95630 0.72529 -0.48349 1.0 -1.1 -0.9
C -0.90114 1.79913 -0.43848 0.6 6.8 -0.6
O -0.96426 2.93921 0.19024 0.5 -6.7 -2.6
O 0.00659 1.76849 -1.57933 -1.0 2.3 3.8
H 2.70363 2.23495 0.22717 0.8 -2.3 -0.2
H 4.45429 1.84096 0.24698 -1.3 -0.9 0.0
H 3.46703 0.78245 -0.97635 -0.3 2.4 2.7
H 4.33161 -0.39189 0.79892 -0.5 0.2 1.1
H 3.21779 0.42174 2.13002 -0.1 -1.4 -2.0
H 2.39077 -1.87722 0.75427 -0.7 -0.4 1.5
H 2.19811 -2.33958 -1.32666 1.2 0.8 0.1
H 3.12567 -0.81412 -1.96445 -0.6 -1.1 1.7
H 3.88541 -1.82624 -0.59655 -0.7 -0.4 -1.4
H 0.93962 0.42394 -0.54811 0.3 0.7 0.9
H 0.39140 -0.43720 2.16218 0.1 -0.6 2.1
H 0.26523 1.21742 1.79005 0.8 0.8 0.4
H -3.39117 -1.24706 -1.18725 -0.5 -0.8 -1.0
H -2.05016 -2.51475 -0.52708 -2.1 -0.3 0.1
H -2.20528 -1.52161 1.67742 -2.7 1.9 -1.9
H -4.21897 -1.39256 1.36897 3.4 1.4 -1.6
H -2.20649 1.09595 1.61863 -1.7 -1.5 -1.7
H -3.69017 1.29858 0.58170 -0.1 -0.9 0.3
H -2.56279 1.08517 -1.39280 0.8 -0.9 1.0
H -0.33306 1.16333 -2.18402 -0.9 -2.0 -1.7
```
Positions in Å, forces in eV/Å.

Calculated values
**Net charge**: 0
**Frontier orbital gap**: 9.47 eV
**Molar mass**: 228.29 Da
**Spin multiplicity**: 1